Record 1
This record from the OMol25 dataset describes a 2-piece molecular cluster, C10H13O2 overall. The level of theory is ωB97M-V/def2-TZVPD.

Positions of all 25 atoms, in Å:
1 C 1.27067 -2.13655 1.17659
2 C 0.10128 -2.06268 2.20211
3 C 2.78617 -2.03692 1.71710
4 O 3.52420 -1.24322 1.13452
5 O 3.06567 -2.97217 2.47157
6 H 1.33959 -3.28569 0.77208
7 H 1.17837 -1.55859 0.20489
8 H -0.26716 -1.00238 2.18066
9 H 0.37005 -2.19717 3.20596
10 H -0.64910 -2.75304 2.04132
11 C -2.78912 2.53147 -0.98010
12 C 0.95422 0.28419 -1.33443
13 C 0.93293 1.46708 -0.50233
14 C -0.09070 0.14595 -2.19843
15 C -0.33258 2.09663 -0.28444
16 C -1.35619 0.80666 -2.08821
17 C -1.47107 1.75474 -1.12811
18 H 1.95232 -0.38415 -1.52200
19 H 1.59287 1.63112 0.24465
20 H 0.04238 -0.71525 -2.94500
21 H -0.27306 2.77815 0.55208
22 H -2.23425 0.59955 -2.51848
23 H -3.60330 2.52082 -1.60490
24 H -2.71404 3.52349 -0.80641
25 H -3.33017 2.20796 0.00930

## Properties
**Total charge**: -1
**Frontier orbital gap**: 6.680 eV
**LUMO**: 2.880 eV
**Relative energy (zero: lowest compared OMol25 entry of this formula, charge and spin)**: 2.901 eV
**E**: -539.28546 Ha

***

Record 2
This record from the OMol25 dataset describes C10H13O3 as an isolated structure. The level of theory is ωB97M-V/def2-TZVPD.

Positions of all 26 atoms, in Å:
1 C -2.58191 -4.16682 0.20720
2 C -0.63947 -0.38480 -0.85824
3 C 0.07257 -1.50372 -0.33630
4 C -2.00854 -0.59573 -1.13099
5 C -0.52767 -2.72422 -0.01902
6 C -2.60079 -1.80460 -0.78538
7 C -1.90543 -2.89134 -0.26963
8 O -0.07273 0.74778 -1.12998
9 H 1.19221 1.01979 -1.08634
10 H 1.13045 -1.41576 -0.11815
11 H -2.70081 0.17651 -1.43980
12 H -0.01789 -3.54759 0.46345
13 H -3.67805 -1.85073 -0.71495
14 H -3.18949 -4.51173 -0.63570
15 H -3.10279 -4.04993 1.15961
16 H -1.82168 -4.93014 0.35607
17 C 1.03028 3.02850 0.82340
18 C 1.55937 3.96802 1.89210
19 C 2.02702 1.93163 0.44254
20 O 2.72251 1.40543 1.28065
21 O 2.06093 1.67706 -0.85108
22 H 0.07999 2.54214 1.06893
23 H 0.71774 3.57937 -0.06680
24 H 2.32722 4.62590 1.49394
25 H 2.01580 3.34771 2.67147
26 H 0.82980 4.56935 2.43984

## Properties
**Total charge**: -1
**Frontier orbital gap**: 7.352 eV
**LUMO**: 3.503 eV
**Relative energy (zero: lowest compared OMol25 entry of this formula, charge and spin)**: 0.738 eV
**E**: -614.63416 Ha

***

Record 3
This record from the OMol25 dataset describes a 2-piece molecular cluster, C10H13O5PS2 overall. The level of theory is ωB97M-V/def2-TZVPD.

Positions of all 31 atoms, in Å:
1 O -4.39001 2.86333 1.18055
2 P -4.92402 2.06711 0.06277
3 C -3.82166 0.82948 -0.67085
4 C -4.21405 0.07899 -1.70064
5 C -3.28068 -0.92923 -2.28186
6 O -3.67785 -1.96819 -2.74998
7 C -1.83226 -0.57458 -2.17692
8 S -0.73880 -1.12073 -3.43541
9 C -1.43382 0.16120 -1.13430
10 C -2.43487 0.61769 -0.13300
11 O -2.16566 0.73091 1.03387
12 H -5.31710 2.80787 -1.06799
13 H -6.07739 1.32291 0.37038
14 H -5.20658 0.15840 -2.13530
15 H -1.09505 -2.40799 -3.38429
16 H -0.38904 0.38328 -0.95645
17 C 3.65208 0.43711 2.29797
18 C 4.48104 -0.78254 1.87014
19 C 3.57481 -1.67109 1.00875
20 S 2.38737 -0.56380 0.23296
21 O 1.07015 -0.87737 0.72602
22 O 2.62895 -0.48625 -1.18492
23 C 2.95627 0.93300 1.03470
24 H 4.27285 1.21513 2.73901
25 H 2.90658 0.14199 3.03886
26 H 5.34056 -0.45282 1.28380
27 H 4.86147 -1.33318 2.72875
28 H 4.11047 -2.19717 0.22310
29 H 3.00435 -2.37830 1.60722
30 H 2.09840 1.57531 1.21982
31 H 3.65350 1.41953 0.35326

## Properties
**Frontier orbital gap**: 7.971 eV
**LUMO**: -1.341 eV
**Relative energy (zero: lowest compared OMol25 entry of this formula, charge and spin)**: 0.000 eV
**E**: -1902.72176 Ha

***

Record 4
This record from the OMol25 dataset describes C10H14AsCoF5N2O7Te as an isolated structure. The level of theory is ωB97M-V/def2-TZVPD.

Positions of all 41 atoms, in Å:
1 Co 0.06077 -0.60252 -0.24840
2 O 2.44416 -0.37687 -3.61088
3 C 1.88053 -0.46924 -2.45731
4 O 0.66090 -0.55803 -2.26234
5 C 2.81300 -0.49028 -1.28239
6 C 4.19763 -0.43749 -1.29385
7 C 4.84851 -0.51710 -0.06606
8 C 4.11745 -0.66719 1.11185
9 C 2.73556 -0.71641 1.01943
10 N 2.12844 -0.60935 -0.15567
11 C 1.70600 -0.92055 2.10688
12 O 2.01826 -1.01520 3.35517
13 O 0.52533 -1.01128 1.76418
14 H 1.81297 -0.38439 -4.35672
15 H 4.74716 -0.34672 -2.22128
16 H 5.92958 -0.47847 -0.02588
17 H 4.63892 -0.75195 2.05693
18 H 2.96285 -0.93736 3.56918
19 C -3.32236 0.67257 1.50585
20 As -3.35262 -0.38115 -0.08924
21 C -3.38149 0.67819 -1.68043
22 C -4.77805 -1.65951 -0.07937
23 O -1.83601 -1.28474 -0.15310
24 H -4.25667 1.23483 1.55341
25 H -2.48454 1.36796 1.47344
26 H -3.24378 0.02151 2.37549
27 H -4.31020 1.25195 -1.68211
28 H -3.35663 0.02449 -2.55077
29 H -2.53564 1.36479 -1.67872
30 H -5.70633 -1.08783 -0.14342
31 H -4.79540 -2.22693 0.85008
32 H -4.71157 -2.31229 -0.94887
33 F 1.58089 1.93760 1.87614
34 Te 0.82629 3.05266 0.60998
35 F 0.05764 4.03704 -0.71791
36 F 1.76015 4.46251 1.24588
37 F 2.14664 2.50592 -0.56190
38 F -0.63091 3.27750 1.69368
39 O -0.14729 1.45920 -0.07910
40 O -2.28610 -3.88421 0.20580
41 N -1.46405 -3.22164 -0.02770

## Properties
**Total charge**: +3
**Frontier orbital gap (alpha / beta)**: 8.103 / 6.844 eV
**LUMO (alpha / beta)**: -11.937 / -13.174 eV
**Relative energy (zero: lowest compared OMol25 entry of this formula, charge and spin)**: 0.238 eV
**Expectation value of S²**: 6.01
**Multiplicity**: 5
**E**: -5410.43763 Ha

***

Record 5
This record from the OMol25 dataset describes C10H14AsCoF5N2O7Te as an isolated structure. The level of theory is ωB97M-V/def2-TZVPD.

Positions of all 41 atoms, in Å:
1 Co -0.16769 -0.12645 0.01202
2 O 2.27191 -0.24723 -3.43252
3 C 1.73424 -0.29694 -2.27218
4 O 0.52220 -0.22557 -2.03223
5 C 2.66543 -0.45248 -1.11623
6 C 4.04891 -0.52816 -1.16586
7 C 4.73147 -0.59449 0.04366
8 C 4.03023 -0.55928 1.24577
9 C 2.64703 -0.47331 1.19536
10 N 2.01428 -0.43780 0.03359
11 C 1.66923 -0.35311 2.33148
12 O 2.00338 -0.28114 3.56020
13 O 0.47131 -0.33289 2.02084
14 H 1.66128 -0.11334 -4.17930
15 H 4.56344 -0.50935 -2.11768
16 H 5.81269 -0.65200 0.04811
17 H 4.56940 -0.58780 2.18409
18 H 2.93822 -0.27171 3.81240
19 C -4.23074 0.45266 1.90737
20 As -3.69453 0.09778 0.08476
21 C -4.19748 1.56525 -1.06525
22 C -4.41737 -1.57775 -0.55874
23 O -1.96632 0.01674 0.05162
24 H -5.31996 0.51701 1.90362
25 H -3.80229 1.40077 2.22692
26 H -3.90795 -0.35394 2.56243
27 H -5.28516 1.64098 -1.03077
28 H -3.86759 1.36844 -2.08339
29 H -3.74716 2.48202 -0.68934
30 H -5.49891 -1.44573 -0.61636
31 H -4.19283 -2.38680 0.13405
32 H -4.02851 -1.79714 -1.55194
33 F 2.17956 2.33494 1.61074
34 Te 1.20815 3.19799 0.23995
35 F 0.34116 4.00200 -1.16263
36 F 2.34505 4.61764 0.44046
37 F 2.46100 2.42400 -0.93551
38 F 0.03888 3.86261 1.49404
39 O 0.15962 1.66909 0.02044
40 O -1.08716 -2.57962 0.30962
41 N -0.33187 -1.87248 0.01296

## Properties
**Total charge**: +3
**Frontier orbital gap (alpha / beta)**: 6.907 / 5.923 eV
**LUMO (alpha / beta)**: -13.543 / -14.519 eV
**Relative energy (zero: lowest compared OMol25 entry of this formula, charge and spin)**: 2.692 eV
**Expectation value of S²**: 6.05
**Multiplicity**: 5
**E**: -5410.34744 Ha

***

Record 6
This record from the OMol25 dataset describes C10H14B2F4N6V as an isolated structure. The level of theory is ωB97M-V/def2-TZVPD.

Positions of all 37 atoms, in Å:
1 H -3.25722 0.16321 0.46326
2 N -1.71682 0.85040 -0.81571
3 B -0.35114 1.95033 -2.67729
4 N -1.70696 1.67312 -1.96291
5 C -2.96384 2.03532 -2.23569
6 V -0.00335 0.18697 -0.21229
7 H -3.18183 2.67690 -3.08193
8 C -3.81654 1.48622 -1.27464
9 H -4.88128 1.60987 -1.20480
10 C -3.00706 0.74950 -0.40777
11 H -0.49309 2.66078 -3.63345
12 C 1.89018 -1.27169 0.47979
13 H 2.13939 -1.60511 1.48873
14 H 1.95353 -0.16620 0.41613
15 H 2.63879 -1.65257 -0.22346
16 N 0.24511 0.57575 -3.05666
17 N 0.60820 2.58356 -1.61896
18 N 0.43624 -0.36352 -2.03900
19 N 0.88956 1.89207 -0.43178
20 C 0.61829 0.03630 -4.22318
21 C 1.26165 3.75413 -1.60861
22 H 0.54308 0.60334 -5.13653
23 H 1.19142 4.42354 -2.44876
24 C 1.07679 -1.26728 -3.99431
25 C 1.97408 3.86751 -0.40973
26 C 0.95791 -1.48279 -2.61927
27 C 1.72831 2.69107 0.30010
28 H 1.43745 -1.96099 -4.71893
29 H 2.58137 4.69156 -0.09583
30 H 1.22790 -2.33462 -2.01959
31 H 2.08267 2.38100 1.27227
32 H 0.89811 -1.69081 0.26940
33 F -0.79808 -0.50068 1.96283
34 B -0.48901 -1.66337 2.97998
35 F -0.11081 -2.76962 2.19013
36 F 0.56502 -1.17730 3.75197
37 F -1.66053 -1.89276 3.67699

## Properties
**Total charge**: +2
**Frontier orbital gap (alpha / beta)**: 4.942 / 6.958 eV
**LUMO (alpha / beta)**: -12.181 / -10.166 eV
**Expectation value of S²**: 1.05
**Multiplicity**: 2
**E**: -2110.75422 Ha

***

Record 7
This record from the OMol25 dataset describes C10H14BBeN7O3 as an isolated structure. The level of theory is ωB97M-V/def2-TZVPD.

Positions of all 36 atoms, in Å:
1 C 2.68419 -0.94566 1.02623
2 N 1.42097 -0.67724 0.65062
3 N 1.48603 0.03292 -0.56392
4 C 2.78809 0.28997 -0.82171
5 C 3.56450 -0.27644 0.16526
6 B 0.25336 0.30414 -1.56039
7 N -0.77332 -0.83081 -1.29122
8 N -0.94962 -1.43528 -0.04965
9 C -1.67193 -2.56384 -0.25956
10 C -1.89105 -2.73068 -1.62380
11 C -1.30266 -1.64027 -2.24943
12 Be -0.17784 -0.88892 1.41802
13 N -0.44165 1.72672 -1.56022
14 N -1.59626 1.97092 -0.86158
15 C -1.75780 3.29737 -0.80876
16 C -0.84196 3.92455 -1.69923
17 C -0.04499 2.88383 -2.18503
18 H -2.49660 3.76586 -0.14907
19 H 0.73760 2.87237 -2.93528
20 H -0.79712 4.95809 -1.91492
21 H 0.70660 0.08892 -2.66851
22 H -1.16531 -1.44209 -3.30246
23 H 3.07826 0.86598 -1.70704
24 H -2.34937 -3.57569 -2.11441
25 H 4.63053 -0.19854 0.28331
26 H -1.95661 -3.22511 0.54297
27 H 2.90097 -1.60077 1.87466
28 H -2.04926 -1.24851 2.01846
29 C -1.32131 -1.74548 2.70300
30 H -1.58427 -2.82796 2.67088
31 H -0.15816 -1.59936 2.55202
32 H -1.54682 -1.29582 3.68905
33 O 1.11123 2.13396 2.72540
34 N 0.71730 0.97670 2.71293
35 O 1.14185 0.00681 3.41663
36 O -0.34755 0.64934 1.87675

## Properties
**Total charge**: +2
**Frontier orbital gap (alpha / beta)**: 5.720 / 4.474 eV
**LUMO (alpha / beta)**: -10.523 / -11.673 eV
**E**: -1037.31908 Ha

***

Record 8
This record from the OMol25 dataset describes C10H14BBrN6Zn as an isolated structure. The level of theory is ωB97M-V/def2-TZVPD.

Positions of all 33 atoms, in Å:
1 C -0.17510 3.01119 1.31420
2 N 0.03413 1.76442 0.83979
3 N 0.10683 1.81288 -0.52985
4 C 0.02399 3.09179 -0.91929
5 C -0.17786 3.87478 0.21449
6 B 0.30925 0.49088 -1.37147
7 N 1.44558 -0.41413 -0.82088
8 N 1.54815 -0.66087 0.52612
9 C 2.61979 -1.47263 0.70036
10 C 3.24204 -1.67721 -0.54414
11 C 2.47313 -0.99004 -1.47710
12 Zn -0.05608 0.10012 1.78747
13 N -1.01931 -0.31561 -1.43392
14 N -1.58853 -0.83455 -0.29864
15 C -2.74517 -1.42310 -0.69777
16 C -2.88940 -1.29714 -2.10429
17 C -1.76270 -0.60217 -2.52462
18 H -3.46529 -1.90921 -0.04652
19 H -1.42624 -0.27597 -3.50296
20 H -3.69101 -1.64322 -2.73510
21 H 0.59676 0.83701 -2.48000
22 H 2.56987 -0.84248 -2.54856
23 H 0.13925 3.29250 -1.97369
24 H 4.13064 -2.24749 -0.74923
25 H -0.30982 4.93115 0.27084
26 H 2.93071 -1.88087 1.65983
27 H -0.38757 3.16175 2.37945
28 H -0.68358 -1.58017 1.81703
29 C -0.14032 -1.77132 2.72425
30 H 0.61215 -2.49169 2.50909
31 H 0.41147 -0.93132 3.14087
32 H -0.89119 -2.00314 3.44113
33 Br -1.78456 0.89588 3.43309

## Properties
**Total charge**: +2
**Frontier orbital gap (alpha / beta)**: 4.398 / 4.315 eV
**LUMO (alpha / beta)**: -11.160 / -11.276 eV
**E**: -5095.54446 Ha

***

> What is the E in the fourth record?

-5410.43763 Ha